Record 1
Molecular formula: H32O16
Method: DFT, the ωB97M-V functional and the def2-TZVPD basis

Properties
Strongest force on any atom   3.7 eV/A
Energy above the lowest of the compared OMol25 structures with the same formula, charge and spin   367.60 kJ/mol

Each line ends with the Löwdin charge.
Cartesian coordinates (Å):
O  -2.07913  -1.75404  1.37090  -0.0433
O  2.79388  1.34396  -0.97810  -0.0454
O  -2.17313  0.98696  2.40790  -0.0727
O  0.08687  -2.91704  2.63990  -0.0402
O  2.59988  -1.87804  -2.63910  -0.0362
O  0.61487  -2.42004  0.05690  -0.0552
O  -0.14613  -1.17204  -3.18310  -0.0610
O  -0.87013  1.30896  -2.97910  -0.0488
O  0.12087  0.31896  0.13390  -0.0474
O  0.39187  2.89196  -1.33910  -0.0319
O  1.24787  2.75996  2.09290  -0.0054
O  2.79788  0.37996  1.99190  -0.0483
O  -2.04912  -2.04904  -1.49410  -0.0402
O  0.21187  -0.04804  2.91790  -0.0273
O  -1.18913  3.13896  1.00190  -0.0381
O  -2.52212  0.63896  -0.94010  -0.0205
H  -2.56512  -0.31704  -0.95510  0.0013
H  -0.47513  0.42496  -3.06710  0.0062
H  -2.38313  -0.91204  1.72890  0.0282
H  -2.71912  -2.67904  -1.71310  0.0751
H  -1.30513  4.04196  1.31190  0.0821
H  -0.37213  2.89296  1.39990  -0.0251
H  2.76787  1.15796  -1.87810  -0.0088
H  0.65987  -2.98104  -0.75510  0.1069
H  1.52687  -2.09904  0.23090  0.0911
H  2.05188  -0.02404  2.47090  0.0119
H  2.48187  -1.58404  -1.75510  -0.0155
H  1.86387  3.29996  1.62490  0.0615
H  -1.91812  1.61496  1.73090  -0.0171
H  -1.38412  -2.14804  1.90490  -0.0088
H  1.84687  1.51096  -0.74910  0.0091
H  1.58987  1.88696  2.17990  -0.0139
H  -1.95213  -2.32404  -0.56110  0.0467
H  0.23887  -0.99104  2.99090  0.0180
H  2.67987  0.15896  1.06390  0.0075
H  0.02687  2.20196  -1.89810  -0.0269
H  0.21687  -0.62104  -0.05810  0.0047
H  -2.22712  0.91496  -1.78410  -0.0130
H  -0.73413  0.57596  -0.25110  0.0236
H  -0.00913  -1.83704  -3.91510  0.1213
H  -0.73513  -1.50404  -2.50410  -0.0008
H  1.87987  -1.42704  -3.09910  0.0064
H  0.23887  0.10296  1.99590  -0.0242
H  -0.85213  1.59396  -3.89410  0.0867
H  0.26087  -2.95204  1.71790  -0.0227
H  0.89687  -3.17804  3.11390  0.0953
H  -0.09413  2.89596  -0.57410  -0.0626
H  -1.33912  0.77296  2.88490  0.0175

Record 2
Molecular formula: H33O16
Method: DFT, the ωB97M-V functional and the def2-TZVPD basis

Properties
Strongest force on any atom   2.5 eV/A
Total charge   +2
Spin multiplicity   2
⟨S²⟩   0.757
Energy above the lowest of the compared OMol25 structures with the same formula, charge and spin   211.55 kJ/mol

Each line ends with the Löwdin charge.
Cartesian coordinates (Å):
O  1.50929  -3.51625  -0.46621  0.0479
O  0.98394  -1.68699  -3.14200  -0.0213
O  2.00805  2.77825  -3.51672  -0.0443
O  1.30476  -0.50118  -0.37197  -0.0840
O  5.54604  0.79362  0.82319  -0.0304
O  -1.33516  -1.95802  -1.13955  0.0017
O  1.30965  1.31546  5.53444  -0.0511
O  -4.08855  1.32002  1.88611  -0.0477
O  3.27079  1.14692  -0.70886  -0.0466
O  -0.20610  0.06347  1.64321  -0.0478
O  -1.65056  -5.50303  -0.13572  0.1427
O  -3.24413  -4.15455  1.51591  0.1506
O  -0.52729  3.29582  -0.93376  -0.0271
O  -1.39675  0.61284  -0.39141  0.1711
O  -2.39890  3.60031  2.81696  -0.0291
O  -2.43802  1.73273  -3.39870  0.0011
H  6.20268  0.58659  0.16146  0.0521
H  -0.13327  3.80641  -1.62399  0.0439
H  -1.99498  -5.32566  -1.04540  0.1304
H  1.08078  -1.38072  -4.03513  0.0600
H  -2.41067  -3.89207  1.08108  0.0581
H  -1.78373  3.27760  3.46122  0.0270
H  5.93265  0.56043  1.65958  0.0498
H  0.20410  3.51845  -0.33688  0.0632
H  -2.25449  -1.96752  -0.96752  0.0373
H  1.09954  -4.33469  -0.14607  0.0642
H  0.41610  -0.64237  1.86082  0.0769
H  -3.95490  1.20305  2.82621  0.0411
H  -1.11155  -2.10839  -2.06345  0.0575
H  -2.88549  -4.28527  2.41794  0.1313
H  2.19873  3.65276  -3.85378  0.0417
H  0.44050  0.60693  1.16636  0.0485
H  1.49732  -2.48851  -3.00610  0.0557
H  0.93361  -2.86448  -0.03315  0.0280
H  -2.15540  4.45005  2.46389  0.0454
H  -3.88995  2.17437  1.52601  0.0109
H  1.14834  -0.96238  -1.20234  0.0097
H  2.42892  2.03845  -3.92857  0.0196
H  -2.24699  1.27025  -2.58225  -0.0011
H  -3.39745  1.83773  -3.39863  0.0601
H  4.13692  1.09260  -1.12285  0.0613
H  -2.09026  0.31902  0.22734  0.1410
H  1.72936  2.15253  5.74696  0.0394
H  0.73354  1.66503  4.84797  0.0108
H  -2.59959  -5.64442  0.11851  0.1039
H  2.24243  -0.17190  -0.31166  0.0504
H  3.46065  1.10021  0.23794  0.0379
H  -0.61087  -0.04399  -0.09817  0.1342
H  -1.01365  1.46051  -0.06229  0.1242

Record 3
Molecular formula: H34O17
Method: DFT, the ωB97M-V functional and the def2-TZVPD basis

Properties
Strongest force on any atom   2.9 eV/A
Energy above the lowest of the compared OMol25 structures with the same formula, charge and spin   395.23 kJ/mol

Each line ends with the Löwdin charge.
Cartesian coordinates (Å):
O  2.27705  -0.48435  -1.03182  -0.0598
O  -0.44891  2.93777  -3.11050  -0.0696
O  -2.77752  -2.30060  -0.62511  -0.0485
O  -0.73252  -0.59836  2.68543  -0.0451
O  2.91625  -1.91023  2.92850  -0.0816
O  -1.98280  -0.48204  -2.60951  -0.0470
O  0.42310  1.99046  1.76337  -0.0345
O  2.67050  2.87635  -3.27332  -0.0483
O  -2.25939  4.85988  2.49598  -0.0545
O  -3.16886  2.74568  -1.25873  -0.0466
O  4.87423  -0.53835  2.10289  -0.0257
O  -0.47357  -3.28696  -2.02796  -0.0480
O  -2.22814  0.92362  4.42983  -0.0702
O  -1.71194  -5.78714  0.90958  -0.0395
O  0.89173  -3.52843  1.90054  -0.0238
O  0.93453  1.06947  -3.99855  -0.0570
O  0.31851  1.25064  -1.02386  -0.0731
H  -1.44136  1.10047  3.90247  -0.0060
H  1.03044  0.34049  -4.63229  0.0986
H  3.48237  3.36299  -3.12886  0.0406
H  -2.44701  3.31193  -1.54888  0.0119
H  2.63716  -1.36025  -0.81911  0.0489
H  -2.30005  -2.14899  0.19697  0.0500
H  -0.01071  1.64337  0.98836  0.0048
H  -0.76520  0.29971  2.36858  -0.0127
H  1.18059  2.54893  1.72224  0.0369
H  0.79266  -4.37821  1.53320  -0.0031
H  1.65859  -0.48875  -0.29278  0.0243
H  -3.33508  -1.53348  -0.76375  0.0458
H  -2.07527  0.46150  -2.74080  0.0191
H  3.11125  -2.79742  2.63914  0.0174
H  -0.82112  -5.48054  1.10280  0.0027
H  -1.03971  -3.48664  -1.28630  -0.0151
H  -1.93255  4.05713  2.91485  0.0255
H  2.59598  2.89671  -4.23035  0.0379
H  0.75082  1.36401  -1.88622  0.0047
H  -1.76236  -5.33394  0.05504  0.0293
H  0.20879  -0.79474  2.64862  0.0347
H  -0.45944  3.89301  -3.13143  0.0491
H  -1.83450  4.84045  1.63397  0.0213
H  3.64152  -1.34296  2.56088  -0.0311
H  -1.98967  0.00360  4.60838  0.0305
H  -1.77351  -0.66406  -1.69927  -0.0052
H  1.19562  -3.49846  2.80656  0.0326
H  0.28865  2.47187  -3.54572  -0.0239
H  -0.97926  -3.30738  -2.83284  0.0318
H  -3.67131  3.24176  -0.60763  0.0371
H  4.41223  0.17231  2.54320  0.0636
H  1.11920  0.44876  -3.26452  0.0649
H  5.52500  -0.08605  1.55788  0.0804
H  -0.48122  1.70486  -1.34238  0.0253

Please write out number 2 again, unchanged.
Molecular formula: H33O16
Method: DFT, the ωB97M-V functional and the def2-TZVPD basis

Properties
Strongest force on any atom   2.5 eV/A
Total charge   +2
Spin multiplicity   2
⟨S²⟩   0.757
Energy above the lowest of the compared OMol25 structures with the same formula, charge and spin   211.55 kJ/mol

Each line ends with the Löwdin charge.
Cartesian coordinates (Å):
O  1.50929  -3.51625  -0.46621  0.0479
O  0.98394  -1.68699  -3.14200  -0.0213
O  2.00805  2.77825  -3.51672  -0.0443
O  1.30476  -0.50118  -0.37197  -0.0840
O  5.54604  0.79362  0.82319  -0.0304
O  -1.33516  -1.95802  -1.13955  0.0017
O  1.30965  1.31546  5.53444  -0.0511
O  -4.08855  1.32002  1.88611  -0.0477
O  3.27079  1.14692  -0.70886  -0.0466
O  -0.20610  0.06347  1.64321  -0.0478
O  -1.65056  -5.50303  -0.13572  0.1427
O  -3.24413  -4.15455  1.51591  0.1506
O  -0.52729  3.29582  -0.93376  -0.0271
O  -1.39675  0.61284  -0.39141  0.1711
O  -2.39890  3.60031  2.81696  -0.0291
O  -2.43802  1.73273  -3.39870  0.0011
H  6.20268  0.58659  0.16146  0.0521
H  -0.13327  3.80641  -1.62399  0.0439
H  -1.99498  -5.32566  -1.04540  0.1304
H  1.08078  -1.38072  -4.03513  0.0600
H  -2.41067  -3.89207  1.08108  0.0581
H  -1.78373  3.27760  3.46122  0.0270
H  5.93265  0.56043  1.65958  0.0498
H  0.20410  3.51845  -0.33688  0.0632
H  -2.25449  -1.96752  -0.96752  0.0373
H  1.09954  -4.33469  -0.14607  0.0642
H  0.41610  -0.64237  1.86082  0.0769
H  -3.95490  1.20305  2.82621  0.0411
H  -1.11155  -2.10839  -2.06345  0.0575
H  -2.88549  -4.28527  2.41794  0.1313
H  2.19873  3.65276  -3.85378  0.0417
H  0.44050  0.60693  1.16636  0.0485
H  1.49732  -2.48851  -3.00610  0.0557
H  0.93361  -2.86448  -0.03315  0.0280
H  -2.15540  4.45005  2.46389  0.0454
H  -3.88995  2.17437  1.52601  0.0109
H  1.14834  -0.96238  -1.20234  0.0097
H  2.42892  2.03845  -3.92857  0.0196
H  -2.24699  1.27025  -2.58225  -0.0011
H  -3.39745  1.83773  -3.39863  0.0601
H  4.13692  1.09260  -1.12285  0.0613
H  -2.09026  0.31902  0.22734  0.1410
H  1.72936  2.15253  5.74696  0.0394
H  0.73354  1.66503  4.84797  0.0108
H  -2.59959  -5.64442  0.11851  0.1039
H  2.24243  -0.17190  -0.31166  0.0504
H  3.46065  1.10021  0.23794  0.0379
H  -0.61087  -0.04399  -0.09817  0.1342
H  -1.01365  1.46051  -0.06229  0.1242

> What is the formula in the first record?

H32O16